A cluster of 2 separate species, C4H12N2 in total, computed with ωB97M-V/def2-TZVPD.

Last column: Mulliken charge in e.
Geometry (Å):
1 C -1.182 -1.567 0.650  -0.20
2 H -3.307 -1.174 0.586  0.30
3 H 0.218 0.096 0.834  0.23
4 H -1.058 -2.143 1.568  0.31
5 H 1.832 2.322 0.653  0.24
6 H -1.229 0.492 0.019  0.33
7 C -2.571 -1.759 0.041  -1.13
8 H -0.467 -1.875 -0.122  0.22
9 H 1.907 1.762 -2.779  0.25
10 N 1.767 2.144 -1.841  -0.66
11 N 2.520 1.662 0.308  -0.48
12 H -2.618 -1.446 -1.010  0.31
13 C 2.530 1.509 -1.055  0.07
14 C -0.858 -0.089 0.857  -1.05
15 H 3.387 1.780 0.811  0.22
16 H 3.251 0.772 -1.394  0.36
17 H -1.272 0.326 1.770  0.34
18 H -2.849 -2.812 0.105  0.33

The value obtained for the HOMO energy is -9.641 eV. The total energy comes out at -269.0974 hartree. The value obtained for the LUMO energy is 1.020 eV. For the relative energy (zero: lowest compared OMol25 entry of this formula, charge and spin), the calculation gives 11.89 kcal/mol.

A structure of composition C27H42F6O15Pb, computed with ωB97M-V/def2-TZVPD.

Last column: Mulliken charge in e.
Geometry (Å):
1 H -18.480 5.775 5.213  0.44
2 Pb -24.092 6.614 6.348  4.05
3 O -26.168 7.413 4.988  -0.88
4 C -21.764 8.943 5.761  0.20
5 C -26.144 3.864 6.647  -0.22
6 H -19.897 5.491 6.264  0.10
7 C -27.350 7.211 4.888  0.27
8 H -21.120 4.782 3.461  0.17
9 C -20.980 10.154 6.302  0.40
10 C -25.855 2.738 4.505  -0.32
11 C -22.647 2.719 7.677  0.12
12 H -30.311 7.947 5.657  0.42
13 O -22.654 4.498 5.696  0.66
14 H -21.612 8.571 0.501  0.35
15 O -20.494 5.482 9.255  -0.45
16 H -29.805 7.341 3.301  0.32
17 H -22.785 4.130 3.069  -0.18
18 C -23.580 7.711 0.356  -0.70
19 H -22.304 3.657 8.103  -0.15
20 H -29.619 6.409 6.207  0.14
21 C -21.455 6.400 9.038  -0.04
22 O -21.595 3.010 4.375  -0.48
23 C -19.443 6.039 10.056  -0.44
24 H -26.008 10.185 11.686  0.35
25 H -25.092 3.689 2.708  -0.06
26 H -21.364 3.381 2.396  0.30
27 C -27.577 3.626 7.094  0.56
28 H -24.367 9.588 11.817  0.26
29 F -20.559 10.020 7.567  -0.28
30 H -23.735 2.737 7.584  -0.09
31 H -24.026 5.686 0.961  0.26
32 H -19.347 8.170 4.947  0.45
33 O -25.532 8.746 10.304  -0.39
34 O -22.077 2.452 6.396  -0.51
35 H -23.721 7.436 -0.689  0.37
36 C -22.103 7.632 0.751  -0.55
37 C -25.143 9.878 11.102  -0.49
38 F -19.881 10.406 5.550  -0.31
39 H -22.403 1.878 8.320  0.28
40 C -24.638 10.938 10.113  -0.65
41 H -24.200 10.530 7.979  0.47
42 O -26.120 3.954 5.196  0.19
43 H -22.109 7.874 10.423  0.01
44 H -26.813 3.570 2.750  0.32
45 H -24.871 2.353 4.805  0.19
46 F -27.702 3.571 8.416  -0.26
47 H -20.454 6.900 4.302  -0.41
48 C -20.009 7.340 5.203  0.30
49 H -23.813 11.495 10.557  0.31
50 C -20.061 7.239 10.793  -0.71
51 H -25.599 2.913 6.886  -0.21
52 C -24.185 6.697 1.335  -0.07
53 H -27.727 5.255 4.224  -0.59
54 F -28.050 2.466 6.593  -0.30
55 H -30.165 5.763 3.949  0.33
56 H -26.618 2.014 4.795  0.45
57 C -23.319 6.942 2.557  -0.13
58 F -28.423 4.597 6.651  -0.19
59 H -20.937 8.452 9.191  -0.31
60 H -27.600 6.527 2.947  0.29
61 O -20.999 7.749 6.116  0.29
62 O -22.365 6.193 8.290  -0.52
63 H -18.660 6.636 6.755  0.33
64 C -29.548 7.201 5.459  -0.32
65 C -21.739 3.906 3.274  -0.21
66 O -22.967 8.852 6.270  -1.19
67 F -21.710 11.283 6.265  -0.29
68 H -19.079 5.280 10.743  0.39
69 H -25.216 6.915 1.598  -0.10
70 O -22.114 7.420 2.163  -0.42
71 H -25.815 2.106 2.454  0.42
72 H -21.577 6.819 0.250  0.31
73 C -21.213 7.640 9.854  0.60
74 C -24.994 8.823 9.081  0.02
75 O -25.145 7.964 8.259  -0.66
76 C -29.497 6.617 4.056  -0.75
77 O -25.506 4.845 7.213  -1.00
78 H -20.457 6.908 11.753  0.30
79 C -22.194 3.401 5.489  0.17
80 H -21.768 9.033 4.654  -0.03
81 H -23.116 9.762 9.091  -0.29
82 O -23.562 6.709 3.700  0.69
83 C -25.908 3.030 3.028  -1.09
84 H -25.432 11.643 9.878  0.29
85 H -19.314 8.014 10.936  0.33
86 H -18.625 6.375 9.418  0.20
87 O -28.250 7.814 5.663  -0.39
88 C -28.024 6.256 3.914  0.66
89 C -19.197 6.243 5.889  -1.37
90 H -24.007 8.698 0.523  0.32
91 C -24.156 10.070 8.962  0.34

The value obtained for the HOMO energy is -7.565 eV. The total energy comes out at -2974.7637 hartree. The value obtained for the LUMO energy is 0.433 eV. For the relative energy (zero: lowest compared OMol25 entry of this formula, charge and spin), the calculation gives 0.00 kcal/mol.

A cluster of 2 separate species, C2H5ClS in total, computed with ωB97M-V/def2-TZVPD.

Last column: Mulliken charge in e.
Geometry (Å):
1 H 1.098 0.750 -1.458  0.27
2 H -2.783 -1.650 -0.088  0.26
3 H 0.339 0.542 1.543  0.32
4 S 0.970 -1.268 -0.027  -0.13
5 C 1.321 0.455 -0.437  -0.53
6 Cl -2.571 -0.385 -0.117  -0.31
7 H 2.250 0.843 -0.045  0.26
8 H -0.814 0.440 0.127  0.05
9 C 0.189 0.271 0.502  -0.20

The value obtained for the HOMO energy is -8.715 eV. The total energy comes out at -937.5346 hartree. The value obtained for the LUMO energy is 0.699 eV. For the relative energy (zero: lowest compared OMol25 entry of this formula, charge and spin), the calculation gives 14.80 kcal/mol.

A structure of composition C8H16AgAs2F12O6, computed with ωB97M-V/def2-TZVPD.

Last column: Mulliken charge in e.
Geometry (Å):
1 F 0.300 2.387 -3.027  -0.49
2 H 0.955 -1.131 2.641  0.61
3 H 2.591 -1.757 2.752  0.19
4 O -0.142 -0.265 0.912  0.62
5 H 0.505 2.041 2.719  0.24
6 C -3.891 -0.081 1.550  -1.23
7 F -0.757 0.911 -4.896  -0.51
8 H 0.332 -3.058 -2.876  0.33
9 F 1.145 0.741 -1.039  -0.50
10 H 1.233 -1.974 -4.073  0.24
11 C 1.430 -1.609 -1.099  0.76
12 F -2.549 0.040 -3.363  -0.55
13 F 1.172 1.787 1.526  -0.36
14 O -0.170 0.167 3.249  -0.43
15 F 2.884 2.449 -0.309  -0.50
16 O -1.786 -1.081 2.266  -0.40
17 C 1.286 -2.705 -3.266  -0.71
18 H 1.794 -3.637 -3.517  0.33
19 H 1.455 0.188 0.766  -0.96
20 C -0.657 -0.386 2.017  -0.07
21 O 2.501 -1.384 -0.166  -0.41
22 H 3.084 -0.006 1.159  0.45
23 As -1.151 1.248 -3.204  2.20
24 H 1.700 0.720 2.568  0.01
25 O 0.205 -1.310 -0.973  -0.85
26 H 1.326 -2.473 1.751  0.41
27 C 2.199 -0.594 0.915  1.07
28 C -2.756 -1.183 1.273  -0.01
29 Ag -0.638 0.254 -0.750  1.01
30 H -3.659 0.965 1.346  0.25
31 H -3.177 -2.181 1.402  0.33
32 H 1.300 1.208 4.176  0.26
33 F 1.046 3.019 -1.822  -0.52
34 C 0.887 1.126 3.170  -0.19
35 As 1.075 2.368 -0.172  2.17
36 C 1.783 -1.531 2.056  -1.48
37 F 0.888 4.075 0.418  -0.53
38 F -2.087 2.713 -3.731  -0.52
39 H -4.197 -0.229 2.586  0.37
40 O 2.000 -2.266 -2.083  -0.42
41 H -4.793 -0.237 0.959  0.42
42 F -1.531 1.604 -1.443  -0.84
43 F -0.166 0.011 -2.593  -0.48
44 H -2.317 -1.172 0.275  0.10
45 F -0.651 2.230 -0.045  -0.39

The value obtained for the HOMO energy is -4.335 eV. The total energy comes out at -6582.2308 hartree. Its charge is -1. The value obtained for the LUMO energy is 2.724 eV. For the relative energy (zero: lowest compared OMol25 entry of this formula, charge and spin), the calculation gives 458.44 kcal/mol.